1.
Computed, not measured: a molecular structure, C37H52IN2O3PRbSi3, with the ωB97M-V functional and the def2-TZVPD basis.

ORCA input file:
```
! RIJCOSX wB97M-V def2-TZVPD def2/J DEFGRID3
* xyz -1 1
Rb 0.30 -0.32 0.29
C 5.01 0.05 -1.24
C 4.20 1.27 -1.54
N 4.58 2.08 -2.51
C 3.87 3.20 -2.76
C 2.78 3.58 -2.03
C 2.07 4.87 -2.36
O 2.06 5.83 -1.30
C 2.37 2.76 -0.96
C 1.21 3.15 -0.16
N 0.95 2.97 1.09
C 1.87 2.54 2.04
C 3.23 2.88 2.04
C 4.07 2.49 3.07
C 3.58 1.75 4.14
C 2.23 1.43 4.19
C 1.40 1.85 3.16
I -0.66 1.46 3.32
C 3.03 1.52 -0.73
O 2.61 0.67 0.12
H 6.01 0.17 -1.67
H 4.55 -0.84 -1.67
H 5.08 -0.11 -0.16
H 4.23 3.82 -3.58
H 1.04 4.67 -2.68
H 2.59 5.35 -3.18
H 1.72 5.42 -0.50
H 0.40 3.65 -0.69
H 3.63 3.44 1.21
H 5.12 2.76 3.03
H 4.24 1.43 4.94
H 1.82 0.87 5.02
C -3.60 -2.50 -0.22
O -2.22 -2.28 -0.05
Si -1.18 -3.50 0.54
C -1.95 -5.14 0.04
C -1.43 -3.40 2.41
C 0.47 -3.16 -0.07
Si 1.84 -3.68 1.00
C 1.68 -5.45 1.67
C 2.05 -2.59 2.54
C 3.52 -3.62 0.16
Si 0.69 -3.22 -1.87
C 2.14 -2.17 -2.49
C -0.81 -2.53 -2.81
C 0.97 -4.93 -2.61
H -3.80 -3.18 -1.06
H -4.10 -1.55 -0.43
H -4.06 -2.93 0.67
H -2.91 -5.35 0.52
H -1.26 -5.95 0.30
H -2.10 -5.19 -1.05
H -2.49 -3.53 2.66
H -1.11 -2.43 2.81
H -0.87 -4.18 2.93
H 0.76 -5.57 2.26
H 2.53 -5.72 2.31
H 1.63 -6.16 0.84
H 1.14 -2.54 3.14
H 2.34 -1.57 2.25
H 2.86 -2.98 3.17
H 3.55 -4.23 -0.75
H 4.30 -3.98 0.84
H 3.77 -2.59 -0.12
H 2.29 -1.27 -1.89
H 1.97 -1.86 -3.53
H 3.08 -2.73 -2.47
H -0.93 -1.46 -2.64
H -1.74 -3.01 -2.48
H -0.69 -2.69 -3.88
H 1.84 -5.41 -2.15
H 1.13 -4.90 -3.69
H 0.11 -5.58 -2.41
C -2.86 1.01 -2.05
P -2.44 1.55 -0.33
C -2.50 3.38 -0.51
C -2.84 4.17 0.58
C -2.79 5.55 0.50
C -2.38 6.17 -0.68
C -2.02 5.39 -1.77
C -2.09 4.01 -1.69
C -4.05 1.24 0.50
C -4.07 0.36 1.58
C -5.26 0.06 2.23
C -6.45 0.64 1.81
C -6.43 1.53 0.73
C -5.24 1.83 0.09
H -2.01 1.17 -2.71
H -3.74 1.52 -2.44
H -3.05 -0.07 -2.01
H -3.14 3.70 1.51
H -3.05 6.15 1.36
H -2.33 7.25 -0.74
H -1.69 5.86 -2.68
H -1.79 3.41 -2.55
H -3.15 -0.12 1.89
H -5.27 -0.64 3.06
H -7.38 0.41 2.31
H -7.36 2.00 0.41
H -5.24 2.54 -0.73
*
```

Relative energy (zero: lowest compared OMol25 entry of this formula, charge and spin) in kJ/mol: 3.7
Total energy in Eh: -3308.16593
Orbital gap in eV: 6.28
Highest occupied orbital energy in eV: -4.277

---

2.
Computed, not measured: a molecular structure, C37H53AsN4OP2PdSi2, with the ωB97M-V functional and the def2-TZVPD basis.

ORCA input file:
```
! RIJCOSX wB97M-V def2-TZVPD def2/J DEFGRID3
* xyz 0 1
Pd 0.01 -0.88 -0.04
C 4.80 -0.22 0.98
Si 3.66 -1.33 -0.11
C 4.66 -2.23 -1.46
C 2.97 -2.72 1.04
N 2.42 -0.51 -0.96
P 1.68 0.90 -0.82
C 0.08 0.67 -1.43
P -1.39 1.26 -0.73
N -2.36 0.19 -0.01
Si -2.99 -1.12 -0.94
C -4.82 -0.75 -1.34
C -2.10 -1.52 -2.60
C -2.97 -2.69 0.16
C -1.24 2.57 0.52
C -1.30 3.92 0.20
C -1.20 4.87 1.20
C -1.01 4.49 2.51
C -0.91 3.14 2.83
C -1.03 2.19 1.84
C -2.31 2.04 -2.09
C -3.60 2.50 -1.85
C -4.36 2.99 -2.90
C -3.84 3.01 -4.18
C -2.56 2.54 -4.42
C -1.80 2.04 -3.38
C 2.50 2.15 -1.86
C 3.84 2.02 -2.20
C 4.46 2.99 -2.97
C 3.74 4.09 -3.40
C 2.39 4.21 -3.10
C 1.78 3.24 -2.32
C 1.87 1.64 0.86
C 2.04 2.99 1.09
C 2.19 3.46 2.39
C 2.21 2.56 3.45
C 2.05 1.20 3.21
C 1.84 0.75 1.92
H 5.84 -0.53 0.89
H 4.54 -0.27 2.04
H 4.74 0.82 0.69
H 5.34 -2.95 -1.02
H 5.25 -1.54 -2.06
H 3.99 -2.76 -2.13
H 3.43 -2.71 2.02
H 3.14 -3.70 0.61
H 1.89 -2.60 1.17
H -4.92 0.02 -2.09
H -5.37 -0.43 -0.46
H -5.31 -1.64 -1.73
H -2.33 -0.75 -3.33
H -2.38 -2.48 -3.01
H -1.01 -1.50 -2.44
H -3.64 -2.59 1.01
H -1.96 -2.86 0.53
H -3.28 -3.57 -0.41
H -1.45 4.21 -0.83
H -1.30 5.92 0.95
H -0.93 5.24 3.29
H -0.73 2.84 3.85
H -0.95 1.13 2.07
H -3.99 2.47 -0.84
H -5.36 3.34 -2.73
H -4.44 3.39 -5.00
H -2.14 2.57 -5.42
H -0.80 1.64 -3.55
H 4.37 1.14 -1.87
H 5.50 2.89 -3.22
H 4.23 4.85 -4.00
H 1.82 5.05 -3.46
H 0.72 3.31 -2.07
H 2.07 3.69 0.26
H 2.29 4.52 2.58
H 2.35 2.92 4.45
H 2.09 0.50 4.03
H 1.69 -0.31 1.72
C 1.24 -6.07 -1.80
N 0.12 -5.36 -1.23
C -0.90 -6.10 -0.53
C 0.24 -4.07 -1.02
N 0.36 -2.93 -0.93
H 0.87 -6.82 -2.50
H 1.83 -6.57 -1.02
H 1.88 -5.37 -2.33
H -1.27 -6.90 -1.17
H -1.72 -5.44 -0.28
H -0.51 -6.55 0.40
C -2.93 -0.48 3.04
As -1.42 -1.69 3.27
C -0.49 -1.11 4.89
C -2.13 -3.46 3.70
O -0.30 -1.80 2.09
H -3.83 -0.96 3.39
H -3.01 -0.22 1.98
H -2.75 0.43 3.61
H -1.19 -0.98 5.72
H 0.02 -0.18 4.68
H 0.25 -1.88 5.14
H -2.57 -3.45 4.70
H -1.32 -4.19 3.66
H -2.89 -3.74 2.97
*
```

Relative energy (zero: lowest compared OMol25 entry of this formula, charge and spin) in kJ/mol: 218.3
Total energy in Eh: -5361.32115
Orbital gap (spin up / spin down) in eV: 6.71 / 6.71
Highest occupied orbital energy (spin up / spin down) in eV: -6.847 / -6.846

---

3.
Computed, not measured: a molecular structure, C37H53KN11O5PSe2, with the ωB97M-V functional and the def2-TZVPD basis.

ORCA input file:
```
! RIJCOSX wB97M-V def2-TZVPD def2/J DEFGRID3
* xyz 0 1
K 0.72 0.56 -1.16
N -0.42 -2.61 -1.73
N -0.63 -2.86 -3.08
C -0.33 -1.91 -4.00
N -0.61 -2.19 -5.28
N 0.19 -0.80 -3.50
N 0.44 0.27 -4.31
O 0.72 1.27 -3.68
O 0.41 0.22 -5.53
H 0.43 -3.04 -1.38
H -1.23 -2.80 -1.15
H -0.90 -3.78 -3.39
H -1.05 -3.06 -5.53
H -0.32 -1.53 -5.98
C 1.37 -2.32 5.52
O 2.01 -2.45 4.22
C 1.32 -1.98 3.21
O 0.25 -1.48 3.19
H 2.00 -2.86 6.21
H 0.37 -2.75 5.47
H 1.31 -1.27 5.79
C 2.89 0.85 1.67
O 1.68 1.42 1.23
H 3.28 1.36 2.56
H 3.65 0.88 0.89
H 2.70 -0.19 1.93
H 1.92 2.24 0.71
Se 2.27 5.13 -0.73
N 3.13 5.15 -2.31
C 3.41 3.88 -2.60
C 4.04 3.44 -3.78
C 4.22 2.08 -3.96
C 3.81 1.20 -2.97
N 3.23 1.55 -1.81
C 3.00 2.87 -1.63
N 2.36 3.33 -0.56
H 4.33 4.17 -4.52
H 4.66 1.69 -4.87
H 3.92 0.13 -3.13
N -1.60 -2.90 1.04
C -2.77 -3.62 1.28
C -3.99 -2.95 1.33
C -5.17 -3.65 1.51
C -5.16 -5.04 1.63
C -3.95 -5.70 1.58
C -2.76 -5.01 1.41
H -0.75 -3.38 1.31
H -1.60 -1.96 1.40
H -4.01 -1.87 1.24
H -6.11 -3.11 1.56
H -6.08 -5.58 1.77
H -3.92 -6.78 1.69
H -1.81 -5.54 1.38
C -1.21 3.74 1.11
C -2.32 3.54 0.07
C -1.91 4.25 -1.22
C -3.61 4.15 0.61
P -2.34 1.69 -0.26
C -3.04 1.05 1.31
C -2.14 0.53 2.24
C -2.57 0.06 3.47
C -3.92 0.09 3.80
C -4.83 0.60 2.89
C -4.39 1.08 1.66
C -3.59 1.25 -1.61
C -3.87 -0.24 -1.43
C -4.91 2.02 -1.70
C -2.88 1.44 -2.96
H -1.06 4.81 1.26
H -0.26 3.31 0.78
H -1.47 3.29 2.07
H -1.69 5.30 -1.00
H -2.71 4.24 -1.97
H -1.01 3.82 -1.66
H -3.43 5.21 0.85
H -3.94 3.66 1.53
H -4.43 4.12 -0.11
H -1.08 0.52 2.01
H -1.85 -0.35 4.17
H -4.26 -0.30 4.75
H -5.89 0.63 3.13
H -5.12 1.49 0.97
H -4.46 -0.45 -0.54
H -2.94 -0.82 -1.37
H -4.43 -0.61 -2.30
H -5.50 2.00 -0.79
H -5.52 1.58 -2.50
H -4.74 3.07 -1.97
H -1.88 1.00 -2.99
H -2.78 2.49 -3.23
H -3.48 0.96 -3.74
C 4.64 -2.68 2.59
N 4.75 -2.04 1.29
C 3.98 -2.31 0.21
Se 2.59 -3.50 0.14
N 4.44 -1.52 -0.79
C 5.52 -0.75 -0.36
C 6.33 0.18 -0.99
C 7.32 0.77 -0.22
C 7.50 0.43 1.12
C 6.70 -0.51 1.75
C 5.71 -1.09 0.98
H 3.75 -3.30 2.59
H 4.57 -1.92 3.36
H 5.52 -3.30 2.77
H 4.01 -1.51 -1.70
H 6.18 0.46 -2.02
H 7.96 1.51 -0.67
H 8.29 0.91 1.69
H 6.84 -0.77 2.79
*
```

Relative energy (zero: lowest compared OMol25 entry of this formula, charge and spin) in kJ/mol: 318.4
Total energy in Eh: -8164.26436
Orbital gap (spin up / spin down) in eV: 7.51 / 4.29
Highest occupied orbital energy (spin up / spin down) in eV: -7.548 / -5.018

---

4.
Computed, not measured: a molecular structure, C37H54CaCl3N5O6S, with the ωB97M-V functional and the def2-TZVPD basis.

ORCA input file:
```
! RIJCOSX wB97M-V def2-TZVPD def2/J DEFGRID3
* xyz 2 1
Ca -0.40 -0.32 -1.79
C -1.08 -1.74 1.57
C 0.43 -1.74 1.58
O 0.93 -1.69 0.24
C 1.47 -2.90 -0.27
C 0.39 -3.81 -0.79
O -0.34 -3.06 -1.76
C -1.43 -3.78 -2.35
C -2.75 -3.22 -1.89
O -2.72 -1.83 -2.15
C -4.00 -1.21 -2.08
C -3.74 0.27 -2.21
O -2.76 0.71 -1.27
C -3.20 0.85 0.08
C -2.89 -0.38 0.89
O -1.50 -0.65 0.75
H -1.44 -1.61 2.60
H -1.50 -2.68 1.17
H 0.81 -2.61 2.11
H 0.79 -0.85 2.09
H 2.09 -3.40 0.48
H 2.12 -2.61 -1.10
H -0.28 -4.14 0.02
H 0.84 -4.70 -1.24
H -1.37 -4.84 -2.10
H -1.36 -3.67 -3.43
H -2.92 -3.40 -0.82
H -3.55 -3.71 -2.45
H -4.50 -1.47 -1.14
H -4.64 -1.54 -2.90
H -4.67 0.85 -2.10
H -3.32 0.48 -3.19
H -4.27 1.07 0.11
H -2.66 1.71 0.49
H -3.46 -1.26 0.58
H -3.13 -0.18 1.95
N 0.03 2.10 -2.20
C 1.44 2.51 -2.35
C 2.36 1.31 -2.54
N 2.05 0.31 -1.50
H -0.52 2.48 -2.95
H -0.31 2.50 -1.33
H 1.75 3.04 -1.45
H 1.57 3.19 -3.19
H 3.40 1.64 -2.50
H 2.18 0.85 -3.52
H 2.07 0.76 -0.59
H 2.78 -0.40 -1.46
C 3.02 -3.71 -5.58
N 2.16 -2.51 -5.69
C 2.91 -1.26 -5.39
C 0.90 -2.61 -4.84
C -0.06 -1.51 -5.20
C -0.45 -1.48 -6.55
C -1.23 -0.45 -7.03
C -1.64 0.54 -6.15
C -1.27 0.45 -4.81
C -0.49 -0.57 -4.24
H 3.86 -3.62 -6.27
H 2.43 -4.59 -5.83
H 3.38 -3.78 -4.56
H 1.83 -2.43 -6.65
H 3.27 -1.32 -4.37
H 2.24 -0.42 -5.51
H 3.75 -1.18 -6.08
H 1.23 -2.55 -3.80
H 0.51 -3.61 -5.04
H -0.15 -2.27 -7.23
H -1.52 -0.42 -8.08
H -2.24 1.36 -6.50
H -1.65 1.26 -4.18
Cl -1.94 0.76 10.60
C -1.38 1.11 9.00
C -0.69 2.28 8.75
C -0.25 2.53 7.46
C -0.48 1.64 6.41
C 0.03 2.00 5.03
C -1.09 2.33 4.06
N -0.59 2.87 2.81
C -0.25 4.16 2.52
C 0.26 4.14 1.26
N 0.25 2.85 0.76
C -0.25 2.12 1.74
O 0.81 0.98 4.44
C 2.15 0.93 4.92
C 2.99 2.00 4.29
C 3.55 1.89 3.06
Cl 3.48 0.50 2.04
S 4.37 3.30 2.55
C 3.98 4.09 4.02
C 3.25 3.30 4.84
C -1.18 0.48 6.71
Cl -1.55 -0.72 5.48
C -1.63 0.20 7.98
H -0.50 2.98 9.55
H 0.30 3.44 7.26
H 0.64 2.91 5.13
H -1.78 3.04 4.51
H -1.65 1.42 3.83
H -0.42 4.97 3.21
H 0.62 4.97 0.67
H -0.41 1.06 1.72
H 2.52 -0.06 4.65
H 2.17 1.01 6.01
H 4.32 5.10 4.19
H 2.93 3.60 5.83
H -2.17 -0.71 8.19
*
```

Total energy in Eh: -4623.45785
Orbital gap in eV: 8.47
Highest occupied orbital energy in eV: -12.583